Entry 1:
# C6H40O14

A 15-piece molecular cluster, C6H40O14 overall in a non-equilibrium geometry (ωB97M-V/def2-TZVPD, the Open Molecules 2025 dataset).

The total charge is 0. For the HOMO-LUMO gap, the calculation gives 0.3785 Eh. The calculation puts the LUMO energy at 0.2 eV. The spin multiplicity is 1. As for the HOMO energy: -10.088 eV. Its energy relative to the best compared isomer or geometry (same formula, charge and spin) is 3.589 eV.

Last column: Löwdin charge in e.
Cartesian coordinates (Å):
1 C -2.444 0.189 2.049  -0.0871
2 C -1.658 -0.953 2.727  -0.2335
3 C -0.121 -0.739 2.576  -0.2018
4 C 0.413 -0.895 1.152  -0.1995
5 C 2.365 0.742 0.728  -0.0092
6 C 1.794 -0.445 0.817  -0.1682
7 H -3.536 0.061 2.096  0.0927
8 H -1.998 0.156 1.068  0.0365
9 H -2.036 1.129 2.345  0.0244
10 H -1.955 -1.048 3.802  0.1035
11 H -1.960 -1.891 2.238  0.1026
12 H 0.380 -1.301 3.377  0.1113
13 H 0.068 0.285 2.848  0.0700
14 H -0.207 -0.205 0.497  0.1068
15 H 0.181 -1.897 0.782  0.0853
16 H 2.039 1.739 0.904  0.0505
17 H 3.450 0.776 0.670  0.0691
18 H 2.526 -1.277 0.738  0.1155
19 H -1.120 -3.608 -2.017  0.0412
20 H -1.525 -2.625 -0.962  0.0567
21 O -0.726 -2.999 -1.357  -0.0747
22 H -2.292 -3.127 -4.027  0.0469
23 H -0.691 -3.148 -4.210  -0.0118
24 O -1.489 -3.635 -3.900  -0.0811
25 H 0.534 2.131 -2.192  0.0593
26 H 1.636 1.740 -1.273  0.0349
27 O 0.999 1.325 -1.873  -0.0921
28 H 0.049 4.405 -2.003  0.0635
29 H -1.116 3.732 -1.201  0.0248
30 O -0.156 3.702 -1.378  -0.0530
31 H 1.168 -2.633 -1.229  0.0055
32 H 1.494 -3.378 -2.551  0.0465
33 O 1.868 -2.817 -1.864  -0.0530
34 H 2.242 -1.246 -2.578  0.0264
35 H 1.732 0.177 -2.866  0.0289
36 O 2.313 -0.541 -3.268  -0.1002
37 H 4.302 1.316 -3.026  0.0429
38 H 2.864 1.197 -2.658  -0.0260
39 O 3.601 1.839 -2.617  -0.0799
40 H -0.675 4.377 2.121  0.0246
41 H -1.982 5.084 2.491  0.0642
42 O -1.226 5.157 1.896  -0.0557
43 H -2.165 4.662 0.613  -0.0001
44 H -2.897 3.322 0.327  0.0396
45 O -2.651 4.154 -0.092  -0.0843
46 H 0.779 -2.267 -5.392  0.0728
47 H 1.319 -1.665 -4.060  0.0204
48 O 0.721 -2.364 -4.435  -0.0698
49 H 0.546 0.294 5.772  0.0526
50 H -0.232 -0.473 6.392  0.0549
51 O -0.436 0.301 5.820  -0.0783
52 H -1.119 2.106 3.402  0.0304
53 H 0.098 2.668 2.470  0.0581
54 O -0.622 2.860 3.086  -0.0425
55 H 0.547 -5.712 0.263  0.0343
56 H 0.491 -4.310 0.809  0.0086
57 O 0.350 -5.235 1.076  -0.0635
58 H -0.981 0.984 -1.799  0.0007
59 H -1.206 -0.515 -1.582  0.0081
60 O -1.648 0.339 -1.540  -0.0499

Entry 2:
# C6H41F12N2O15P2

A 18-piece molecular cluster, C6H41F12N2O15P2 overall in a non-equilibrium geometry (ωB97M-V/def2-TZVPD, the Open Molecules 2025 dataset).

The total charge is 0. For the HOMO-LUMO gap (alpha / beta), the calculation gives 0.2934 / 0.1403 Eh. The calculation puts the LUMO energy (alpha / beta) at -3.4 / -7.5 eV. The spin multiplicity is 2. As for the HOMO energy (alpha / beta): -11.357 / -11.354 eV.

Last column: Löwdin spin population.
Cartesian coordinates (Å):
1 C -1.356 2.907 -0.989  -0.0002
2 C -1.490 1.692 0.019  -0.0037
3 N -0.362 0.790 0.044  0.0236
4 C 0.950 1.264 0.103  0.3273
5 C 1.747 0.061 0.057  0.3042
6 N 0.880 -1.024 -0.020  0.0331
7 C -0.395 -0.547 -0.218  0.2740
8 C 1.226 -2.380 -0.143  0.0003
9 H -2.179 3.579 -0.745  0.0000
10 H -1.369 2.605 -2.037  0.0001
11 H -0.484 3.493 -0.699  0.0006
12 H -2.409 1.194 -0.288  -0.0004
13 H -1.480 2.053 1.047  -0.0020
14 H 1.233 2.293 0.270  0.0097
15 H 2.812 -0.096 0.147  0.0087
16 H -1.283 -1.161 -0.198  0.0076
17 H 0.554 -2.921 -0.809  0.0003
18 H 1.110 -2.968 0.767  -0.0003
19 H 2.187 -2.546 -0.630  -0.0004
20 P -3.587 2.539 3.820  0.0000
21 F -4.012 4.015 4.346  0.0000
22 F -4.981 1.865 4.477  0.0000
23 F -4.278 2.754 2.353  0.0000
24 F -2.971 1.157 3.277  -0.0001
25 F -2.348 3.322 3.152  -0.0002
26 F -2.786 2.382 5.260  0.0001
27 P -3.189 -3.892 -1.692  0.0000
28 F -1.747 -3.258 -1.325  0.0002
29 F -3.521 -2.468 -2.521  0.0000
30 F -2.437 -4.507 -2.987  0.0000
31 F -4.620 -4.564 -1.982  0.0000
32 F -2.781 -5.163 -0.799  0.0001
33 F -3.774 -3.105 -0.362  0.0000
34 O 0.647 -4.610 4.142  0.0000
35 H 0.442 -3.837 4.668  0.0000
36 H 0.413 -4.362 3.248  0.0000
37 O 1.865 6.294 -1.382  0.0000
38 H 0.990 5.909 -1.431  0.0000
39 H 1.728 7.150 -0.974  0.0000
40 O 4.314 -3.488 0.924  0.0000
41 H 4.769 -4.330 0.898  0.0000
42 H 4.327 -3.179 0.019  0.0000
43 O 3.448 -5.533 -1.961  0.0000
44 H 3.670 -4.606 -1.873  0.0000
45 H 3.854 -5.951 -1.202  0.0000
46 O 4.467 -2.858 -1.686  -0.0001
47 H 4.113 -2.116 -2.176  0.0000
48 H 5.415 -2.792 -1.801  0.0000
49 O -4.790 1.039 -0.805  -0.0001
50 H -5.357 1.478 -0.171  0.0000
51 H -4.696 0.149 -0.466  0.0000
52 O -2.722 6.082 -1.260  0.0000
53 H -2.441 5.598 -2.037  0.0000
54 H -3.572 5.702 -1.036  0.0000
55 O 3.249 3.802 2.009  0.0008
56 H 3.274 2.845 1.983  -0.0001
57 H 2.371 4.011 2.327  0.0000
58 O 0.475 -5.530 -1.764  0.0003
59 H 1.301 -5.455 -2.244  0.0000
60 H -0.199 -5.337 -2.416  0.0000
61 O 0.660 -2.125 -3.411  0.0006
62 H -0.129 -1.585 -3.363  0.0004
63 H 0.527 -2.677 -4.181  0.0000
64 O 0.711 4.341 2.191  0.0002
65 H 0.126 4.811 1.596  0.0000
66 H 0.303 4.434 3.051  0.0000
67 O -1.051 5.149 -3.408  0.0000
68 H -0.333 4.654 -3.803  0.0000
69 H -1.600 5.407 -4.148  0.0000
70 O 3.042 -2.771 3.223  0.0017
71 H 3.393 -2.920 2.345  -0.0001
72 H 2.659 -3.612 3.473  0.0000
73 O 3.018 -1.022 -2.924  0.0026
74 H 2.214 -1.519 -3.072  -0.0001
75 H 3.435 -0.979 -3.785  0.0000
76 O -0.065 1.456 3.969  0.0115
77 H -0.168 2.383 4.182  0.0000
78 H -0.959 1.139 3.838  0.0000

Entry 3:
# C6H44ClFeO25

C6H44ClFeO25 as an isolated structure in a non-equilibrium geometry (ωB97M-V/def2-TZVPD, the Open Molecules 2025 dataset).

The total charge is -1. For the HOMO-LUMO gap (alpha / beta), the calculation gives 0.1642 / 0.1628 Eh. The calculation puts the LUMO energy (alpha / beta) at 0.9 / 0.9 eV. The spin multiplicity is 5. As for the HOMO energy (alpha / beta): -3.561 / -3.523 eV. Its energy relative to the best compared isomer or geometry (same formula, charge and spin) is 0.000 eV.

Last column: Löwdin spin population.
Cartesian coordinates (Å):
1 Fe 0.128 -0.106 -0.225  3.7401
2 Cl 2.370 0.589 0.697  0.0354
3 C -3.814 0.385 -1.921  0.0030
4 C -2.476 0.446 -1.292  0.0044
5 C -1.889 1.919 -0.991  0.0026
6 O -0.864 1.892 -0.287  0.0334
7 C -2.645 3.060 -1.555  0.0017
8 C -3.840 2.856 -2.095  0.0005
9 C -4.511 1.521 -2.172  0.0006
10 O -5.712 1.250 -2.603  0.0034
11 O -4.308 3.958 -2.664  0.0053
12 O -1.680 -0.512 -1.098  0.0487
13 H -4.240 -0.565 -2.210  0.0001
14 H -2.150 4.005 -1.391  0.0000
15 O -3.286 2.503 2.495  0.0001
16 H -2.433 2.167 2.771  0.0000
17 H -3.386 3.325 2.975  0.0000
18 O 0.271 -4.964 0.059  0.0011
19 H 0.581 -5.422 -0.722  0.0000
20 H -0.576 -5.367 0.253  0.0000
21 O 0.803 0.336 -2.250  0.0284
22 H 0.616 -0.181 -3.033  0.0006
23 H 1.643 0.756 -2.434  0.0010
24 O -2.143 -3.738 -1.022  0.0003
25 H -1.391 -4.021 -1.541  0.0001
26 H -2.842 -3.610 -1.662  0.0000
27 O 2.354 1.058 4.034  0.0004
28 H 2.367 0.816 3.108  0.0004
29 H 2.156 0.242 4.493  0.0000
30 O -4.698 -1.365 2.441  0.0001
31 H -4.792 -0.426 2.284  0.0000
32 H -3.819 -1.575 2.125  0.0000
33 O -1.466 -2.574 -4.713  0.0000
34 H -2.219 -2.034 -4.954  0.0000
35 H -0.718 -1.979 -4.763  0.0000
36 O 1.696 4.133 1.193  0.0001
37 H 1.980 3.368 1.693  0.0001
38 H 1.960 3.943 0.293  0.0000
39 O 1.885 -3.037 -2.738  0.0007
40 H 1.176 -3.678 -2.804  0.0001
41 H 2.629 -3.537 -2.402  0.0000
42 O 3.208 3.337 -1.200  0.0002
43 H 3.434 2.413 -1.305  0.0001
44 H 3.863 3.805 -1.718  0.0000
45 O 0.491 -0.700 5.004  0.0001
46 H -0.244 -0.185 4.670  0.0001
47 H 0.110 -1.239 5.697  0.0000
48 O 3.714 1.186 -3.161  0.0004
49 H 4.137 1.365 -4.001  0.0000
50 H 4.255 0.505 -2.760  0.0000
51 O 4.925 2.340 2.002  0.0015
52 H 5.392 2.185 1.181  0.0001
53 H 4.139 1.796 1.937  0.0012
54 O 2.351 -2.437 2.976  0.0000
55 H 3.106 -1.891 3.196  0.0000
56 H 1.654 -2.127 3.553  0.0000
57 O -1.199 4.459 1.198  0.0004
58 H -0.376 4.124 1.555  0.0000
59 H -1.371 3.909 0.434  0.0001
60 O -0.807 -0.203 1.669  0.0320
61 H -0.725 0.507 2.306  0.0008
62 H -1.472 -0.782 2.040  0.0015
63 O -0.556 1.572 3.730  0.0007
64 H 0.386 1.716 3.818  0.0000
65 H -0.946 2.102 4.425  0.0000
66 O 4.300 -2.469 0.222  0.0004
67 H 4.273 -2.048 1.081  0.0001
68 H 4.371 -1.744 -0.399  0.0001
69 O 0.610 -2.001 -0.419  0.0411
70 H 0.162 -2.838 -0.299  0.0032
71 H 1.420 -2.226 -0.877  0.0020
72 O 0.499 -0.601 -4.856  0.0006
73 H -0.084 -0.127 -5.450  0.0000
74 H 1.121 -1.043 -5.434  0.0000
75 O -2.277 -2.484 1.447  0.0001
76 H -2.094 -2.679 0.528  0.0000
77 H -2.485 -3.334 1.836  0.0000

Entry 4:
# C6H44NO14

A 15-piece molecular cluster, C6H44NO14 overall in a non-equilibrium geometry (ωB97M-V/def2-TZVPD, the Open Molecules 2025 dataset).

The total charge is +1. For the HOMO-LUMO gap, the calculation gives 0.3914 Eh. The calculation puts the LUMO energy at -2.5 eV. The spin multiplicity is 1. As for the HOMO energy: -13.138 eV. Its energy relative to the best compared isomer or geometry (same formula, charge and spin) is 3.991 eV.

Last column: Löwdin charge in e.
Cartesian coordinates (Å):
1 C -1.847 -0.344 3.782  -0.0173
2 C -0.711 -0.870 2.910  -0.3517
3 C 0.712 -1.164 3.493  -0.1120
4 C 1.808 -1.188 2.379  -0.3400
5 C 1.534 -0.648 0.917  -0.0525
6 C 2.287 -2.649 2.240  -0.0762
7 N -1.189 -2.001 2.042  0.1787
8 H -2.261 0.629 3.476  0.0843
9 H -2.636 -1.076 3.847  0.0816
10 H -1.250 -0.052 4.685  0.0959
11 H -0.446 -0.098 2.171  0.1235
12 H 0.889 -1.942 4.184  0.0992
13 H 0.722 -0.210 4.043  0.1079
14 H 2.548 -0.430 2.744  0.1373
15 H 2.234 -1.126 0.279  0.0514
16 H 1.648 0.432 0.786  0.0743
17 H 0.523 -0.837 0.552  0.0560
18 H 3.380 -2.865 2.375  0.1017
19 H 1.769 -3.352 2.929  0.0767
20 H 1.978 -3.160 1.352  0.0502
21 H -1.274 -2.795 2.698  0.1739
22 H -2.066 -1.787 1.556  0.1076
23 H -0.388 -2.427 1.495  0.1080
24 H -0.028 -3.834 -2.633  0.0702
25 H -0.159 -2.335 -2.906  0.0369
26 O 0.295 -2.975 -2.337  -0.0627
27 H 3.932 1.918 -1.557  0.0432
28 H 4.699 2.434 -0.202  0.0453
29 O 4.098 2.618 -0.921  -0.0423
30 H 0.465 2.784 3.656  0.0637
31 H 0.801 3.371 2.156  0.0549
32 O 0.155 3.091 2.803  -0.0317
33 H -0.784 -0.292 -1.724  0.0264
34 H -2.197 -0.321 -2.460  0.0210
35 O -1.569 -0.846 -1.852  -0.1039
36 H -1.181 3.861 1.838  0.0061
37 H -2.672 3.615 1.722  0.0584
38 O -1.977 4.192 1.380  -0.0469
39 H -2.541 0.889 -3.418  0.0672
40 H -3.458 1.190 -2.282  0.0387
41 O -3.382 0.583 -3.035  -0.0070
42 H 3.219 -2.789 -2.724  0.0414
43 H 2.281 -1.651 -2.526  -0.0060
44 O 2.944 -2.165 -2.044  -0.0710
45 H 0.016 -3.515 -0.621  0.0287
46 H -1.011 -4.490 0.138  0.0730
47 O -0.552 -3.642 0.168  -0.0609
48 H -0.060 2.180 -3.226  -0.0115
49 H 0.530 2.895 -4.503  0.0679
50 O 0.628 2.161 -3.886  -0.0391
51 H -2.576 -1.003 -0.516  0.0048
52 H -3.677 -0.139 0.044  0.0399
53 O -3.207 -0.954 0.251  -0.0769
54 H -2.987 3.175 -1.599  0.0709
55 H -2.315 3.271 -0.150  0.0278
56 O -2.919 2.756 -0.732  -0.0582
57 H 2.140 2.963 -2.075  0.0399
58 H 1.602 3.681 -0.874  0.0685
59 O 1.311 3.275 -1.702  -0.0543
60 H -0.072 2.282 -1.614  -0.0007
61 H -1.571 1.934 -1.381  0.0026
62 O -0.668 1.527 -1.408  -0.0985
63 H 2.187 -0.937 -4.730  0.0440
64 H 1.053 0.045 -4.906  0.0290
65 O 1.244 -0.841 -4.548  -0.0576

| no. | electronic energy (Eh) |
| --- | --- |
| 1 | -1305.8926 |
| 2 | -3372.6714 |
| 3 | -3860.0500 |
| 4 | -1362.8467 |